# 1
Formula: C31H38BF2GeN5Rb
Source: the OMol25 dataset
Level of theory: ωB97M-V with the def2-TZVPD basis set

Last column: Löwdin charge in e.
CARTESIAN COORDINATES (ANGSTROEM)
C (-1.17754, 2.02424, -3.17292)  -0.025
H (6.38249, -1.04733, -7.04140)  0.075
C (4.13280, -0.87764, 3.32714)  -0.027
N (-1.08082, -0.77844, 2.53906)  0.080
C (1.99961, 0.78054, 3.05965)  -0.102
H (0.03438, -3.88257, 2.08568)  0.088
H (0.83750, -2.47746, 1.39066)  0.059
C (6.77848, -0.02782, -1.47053)  -0.267
H (8.14841, -1.06102, -0.13723)  0.072
C (5.36091, -1.00317, -7.42548)  -0.109
H (3.33088, -1.05420, -6.69961)  0.112
C (-1.92110, 3.50201, 0.09631)  -0.223
B (1.28443, -1.73502, -2.14905)  -0.712
C (-1.51221, 0.05223, 3.49620)  -0.226
C (-0.11967, -2.85542, 1.76159)  -0.027
C (-1.40245, 4.41840, -2.41198)  -0.013
H (-0.15473, -3.36958, 4.45799)  0.118
C (3.39244, -0.78622, 2.15914)  -0.124
H (5.23414, -1.83033, -8.12739)  0.075
H (6.66220, -1.95273, -0.44278)  0.059
C (3.36514, -2.62787, -4.47542)  -0.317
H (3.65234, -1.39008, 1.29645)  0.107
H (-0.12129, 1.74191, -3.18536)  0.078
C (-0.60595, -1.97950, 2.88564)  -0.323
C (-3.10975, 1.94843, 3.83250)  0.002
C (4.41559, -0.90477, -1.89044)  -0.338
C (-1.60067, 5.33338, -1.39710)  -0.034
C (-2.31961, 2.97068, 1.43891)  -0.211
C (4.34625, -1.09486, -6.29123)  -0.296
H (-3.43041, 1.49692, 4.76022)  0.116
H (4.62727, -1.86624, -1.41433)  0.066
H (2.67350, 0.15716, -3.88086)  -0.004
Ge (2.98670, -1.18934, -3.19831)  0.960
H (7.55887, 0.57701, -1.93809)  0.108
N (-1.68319, 2.61114, -0.87722)  0.076
H (3.57160, -3.51833, -3.87595)  0.075
H (6.36320, 0.57943, -0.65955)  0.104
C (-1.43936, 3.05996, -2.11322)  -0.321
C (-3.29924, 3.63780, 2.16510)  0.000
N (1.79165, 2.20590, 6.22567)  0.180
H (5.46007, -2.33816, -4.93657)  0.096
C (2.19712, 1.55844, 5.36760)  -0.168
C (3.76245, -0.10274, 4.41157)  0.008
H (4.45036, -0.22237, -5.63912)  0.081
Rb (-0.02816, 0.36932, 0.06518)  0.935
H (-4.46695, 3.60372, 3.96404)  0.121
H (6.07613, -0.96474, -3.27439)  0.096
H (2.43481, -2.82615, -5.01480)  0.071
F (1.19999, -2.81101, -1.37511)  0.182
H (4.30217, -0.14926, 5.34808)  0.132
H (-0.84102, -1.77769, 6.24697)  0.119
C (-0.92032, -1.50339, 5.20280)  -0.033
C (-2.13407, 1.34110, 3.05058)  -0.208
H (4.56603, -3.22432, -6.14856)  0.113
H (4.02805, -0.24016, -1.11051)  0.060
H (1.14194, 1.43571, 2.93911)  0.114
C (7.40652, -1.29670, -0.90068)  -0.108
C (2.66910, 0.74405, 4.27575)  -0.196
N (2.34045, 0.02512, 2.02019)  0.024
C (4.50419, -2.36986, -5.46751)  -0.292
H (-1.76672, 1.12895, -2.98213)  0.082
C (5.68121, -0.29725, -2.50089)  -0.289
C (-3.69465, 3.11718, 3.38251)  -0.024
H (-0.82873, -2.85148, 0.93438)  0.086
H (-2.02452, 5.56158, 0.69873)  0.118
F (0.17524, -0.96572, -2.11748)  -0.014
H (5.42436, 0.63849, -3.00559)  0.105
H (-1.21470, 4.74281, -3.42701)  0.120
H (-1.71490, 0.44945, 5.60212)  0.116
H (4.97796, -1.54938, 3.38626)  0.116
C (-0.52973, -2.38539, 4.21233)  -0.011
H (7.90889, -1.86501, -1.68684)  0.078
N (-1.74336, 1.84813, 1.87711)  0.091
C (-1.86812, 4.87144, -0.11900)  -0.013
H (5.25346, -0.07246, -7.98333)  0.071
H (-3.76539, 4.52780, 1.76658)  0.119
H (-1.55443, 6.39637, -1.59668)  0.118
C (-1.41890, -0.26258, 4.84477)  -0.012
H (-1.42344, 2.40340, -4.16391)  0.086

Output
Electronic energy ... -3803.42733 hartree
E_HOMO ... -11.40 eV
Kohn-Sham gap ... 9.011 eV
Lowest unoccupied orbital energy ... -2.4 eV
Net charge ... +1
F_max ... 0.7 eV/A

# 2
Formula: C3H10Cl2Si2
Source: the OMol25 dataset
Level of theory: ωB97M-V with the def2-TZVPD basis set

Last column: natural (NBO) charge in e.
CARTESIAN COORDINATES (ANGSTROEM)
Cl (4.40931, 1.31264, -0.54420)  -0.112
Cl (-0.93818, -2.41609, 1.15577)  -0.364
C (2.88961, 0.84440, 0.47637)  -0.811
H (2.28226, 1.77450, 0.19119)  0.252
H (-0.49530, -0.70358, -2.42328)  0.243
Si (2.23958, -0.77068, -0.17391)  0.691
C (-0.88357, -1.37754, -1.59221)  -1.137
C (-1.12616, 0.70973, 0.85196)  -1.075
H (-0.30505, -2.33136, -1.70810)  0.239
H (-0.57475, 1.54033, 0.37210)  0.228
H (-0.70482, 0.73718, 1.94479)  0.232
H (2.80389, -1.84550, 0.69117)  -0.143
H (-1.92008, -1.59736, -1.70393)  0.246
H (3.06661, 0.67505, 1.58292)  0.248
H (2.77566, -0.84831, -1.47043)  -0.144
Si (-0.29652, -0.90293, 0.09201)  1.162
H (-2.14869, 0.88635, 0.99800)  0.245

Output
Electronic energy ... -1619.68245 hartree
E_HOMO ... -9.52 eV
Kohn-Sham gap ... 10.044 eV
Relative energy (zero: lowest compared OMol25 entry of this formula, charge and spin) ... 2.143 eV
Lowest unoccupied orbital energy ... 0.5 eV
Net charge ... 0
Structure (SMILES) ... C[Si](C)(Cl)[SiH2]CCl
F_max ... 4.6 eV/A

# 3
Formula: C28H46N13O12P
Source: the OMol25 dataset
Level of theory: ωB97M-V with the def2-TZVPD basis set

Last column: Löwdin charge in e.
CARTESIAN COORDINATES (ANGSTROEM)
C (-3.07053, -4.34680, -0.53292)  -0.655
N (-0.31132, 0.96272, 1.40070)  0.182
H (3.92903, 2.58192, -2.27047)  0.133
H (-2.00617, 1.97791, 2.98169)  0.096
N (-3.08670, 3.12386, -2.63025)  0.084
N (1.86958, -5.01154, -3.85097)  0.162
H (-1.60328, -5.79395, -0.85416)  0.097
H (-5.91804, -0.69581, 0.38230)  0.072
H (-1.08729, 1.36311, 0.90503)  0.090
C (1.53321, 1.33967, -2.39639)  -0.277
N (-5.20914, 6.12745, -0.96757)  0.151
H (-2.69234, 3.95639, -2.20142)  0.080
H (-4.04548, 0.97298, 0.46673)  0.090
H (3.48095, -3.96167, 0.35536)  0.072
H (-2.92123, 5.57730, 1.22128)  0.100
H (-1.17494, -4.15981, -1.20646)  0.084
H (1.70303, -4.50079, 0.09601)  0.046
N (-3.96975, -5.28374, -0.10547)  0.151
O (-3.34748, -3.15375, -0.58704)  0.010
C (2.72131, 3.74519, -0.98714)  -0.230
C (-4.19506, 0.69250, -1.66737)  -0.280
N (2.47221, -7.14125, -3.21165)  0.154
H (2.90253, -7.31394, -4.09957)  0.093
O (0.77447, 0.47127, 3.33166)  0.004
O (2.06375, 1.89532, -3.32972)  0.131
O (-4.98094, 4.40035, 0.48273)  0.025
H (-0.46227, 3.18861, -2.88516)  0.134
P (5.43059, 1.52302, 1.22780)  0.472
C (-2.19230, 2.01846, -2.36202)  -0.248
H (-6.51234, -1.79334, -0.84694)  0.065
O (1.34589, -5.77797, -1.78934)  0.004
H (-4.76274, 1.08933, -2.51569)  0.138
O (6.29331, -4.73720, -1.45846)  0.013
N (-3.41866, 6.04542, 0.48673)  0.149
C (-4.56626, 5.45097, 0.03177)  -0.684
H (-2.28262, 0.94131, 7.47209)  0.105
H (4.76804, 2.98661, -0.79866)  0.105
C (2.47852, -1.20683, 0.26282)  -0.163
C (3.55987, -0.58844, 0.85472)  0.013
C (3.38727, 1.30142, -0.65288)  -0.147
C (6.50429, -3.53677, -1.48124)  -0.696
O (6.68359, 1.36756, 0.50552)  -0.253
H (-1.15528, 1.59427, 4.43674)  0.071
C (-2.67259, 0.80487, -1.89504)  -0.108
H (-2.07358, -1.22324, -1.27377)  0.109
H (-1.37001, 1.37591, 8.87357)  0.093
N (6.88992, -2.83452, -0.37568)  0.155
H (7.00260, -3.34798, 0.47811)  0.102
N (-0.55904, 3.60153, 7.97532)  0.151
C (4.02243, 0.66899, 0.41346)  -0.147
N (-1.69004, 1.59466, 7.94984)  0.153
H (-0.21663, 3.42342, 8.89972)  0.093
C (0.04089, 1.20604, -2.27300)  -0.115
C (1.86058, -0.54988, -0.79328)  -0.046
H (-3.05966, 6.91020, 0.13007)  0.089
H (1.10295, -2.48552, 1.44854)  0.121
C (-0.18928, 0.96873, 2.76214)  -0.678
H (-5.51932, 1.72021, -0.19064)  0.073
H (-0.30196, 4.45530, 7.51625)  0.104
H (-3.03955, 3.27185, -3.63607)  0.093
C (-0.41029, -0.02418, -1.81916)  -0.091
H (1.66954, 3.39743, -0.83558)  0.130
H (-3.92660, 2.49506, -0.44916)  0.038
H (6.54020, -1.80079, -2.65762)  0.091
C (0.61927, -1.09570, -1.50712)  -0.236
H (-3.97254, -1.16287, -0.53537)  0.061
H (2.28594, -5.13706, -4.75332)  0.092
N (-1.21101, 1.56614, 3.43226)  0.168
O (5.08880, 3.09433, 1.45155)  -0.120
H (-6.05275, 5.71994, -1.32554)  0.104
C (1.86330, -5.96697, -2.88105)  -0.668
C (-4.45845, 1.54637, -0.37817)  -0.067
C (2.41509, -3.71941, 0.36929)  0.050
H (4.61131, 0.96371, 3.09947)  0.084
C (-0.82982, 2.21980, -2.55022)  0.039
H (-3.76684, -6.26300, -0.05197)  0.091
H (7.06909, -1.84633, -0.37949)  0.090
C (-6.04890, -0.81333, -0.70280)  -0.097
H (2.48493, -7.86288, -2.51533)  0.103
H (6.08963, -3.26864, -3.45166)  0.097
H (4.01034, -1.13240, 1.68188)  0.131
C (2.29656, 0.68130, -1.25593)  -0.042
C (-1.77079, -0.23909, -1.62834)  0.075
H (-4.88476, 6.99343, -1.35276)  0.089
C (1.93932, -2.51776, 0.73870)  -0.117
H (4.12606, 3.18062, 1.53062)  0.083
N (6.37197, -2.78828, -2.61856)  0.148
O (5.50350, 0.89878, 2.72104)  -0.123
H (0.42754, 0.52742, 0.87929)  0.067
C (-1.36648, 2.74320, 7.28704)  -0.675
C (-4.61498, -0.75370, -1.30516)  -0.250
H (-4.51604, -1.37629, -2.20347)  0.112
O (2.96724, 4.92333, -1.03562)  0.070
N (-1.85862, -4.82536, -0.88911)  0.180
O (-1.76938, 2.98577, 6.16029)  0.012
H (1.42868, -4.13449, -3.63233)  0.092
H (-4.87817, -4.95773, 0.16648)  0.100
O (0.48215, -2.25595, -1.82225)  0.126
C (3.79638, 2.66761, -1.18336)  -0.090
H (-6.68029, 0.01646, -1.04015)  0.068

Output
Electronic energy ... -3050.91230 hartree
E_HOMO ... -8.47 eV
Kohn-Sham gap ... 7.760 eV
Lowest unoccupied orbital energy ... -0.7 eV
Net charge ... 0
Structure (SMILES) ... C=Cc1cc(P(=O)(O)O)c(CC=O)c2c1C(=O)c1cc([C@H](C)CC)c(N)cc1C2=O.NC(N)=O.NC(N)=O.NC(N)=O.NC(N)=O.NC(N)=O.NC(N)=O
F_max ... 2.1 eV/A

# 4
Formula: C13H5F5NO4RuS
Source: the OMol25 dataset
Level of theory: ωB97M-V with the def2-TZVPD basis set

Last column: natural (NBO) charge in e.
CARTESIAN COORDINATES (ANGSTROEM)
F (-6.71223, 0.36961, 0.20598)  -0.237
C (-5.44332, 0.03981, 0.15170)  0.268
C (-3.09014, 0.64498, -0.01362)  -0.406
H (2.84500, 0.04400, 3.67850)  0.524
F (-4.79815, 2.26585, -0.00594)  -0.245
H (5.75118, -0.61451, 0.06575)  0.274
C (-2.76401, -0.72805, 0.04124)  0.360
C (-4.46169, 0.99993, 0.04361)  0.425
H (4.48165, -0.33478, 2.16208)  0.255
C (2.66292, 0.21191, 1.12791)  0.073
C (3.99351, -0.16334, 1.21127)  -0.149
O (0.50516, 0.73040, 1.89221)  -0.548
F (-3.41155, -2.97136, 0.19893)  -0.253
Ru (0.10327, 1.02957, -0.13028)  0.805
C (2.75638, 0.25156, -1.19054)  0.083
C (4.08904, -0.12080, -1.19984)  -0.128
O (1.92854, 0.28682, 3.47778)  -0.560
H (1.75601, 0.55382, -4.24532)  0.544
N (2.08535, 0.41613, -0.05419)  -0.408
C (-5.07241, -1.30386, 0.20414)  0.400
F (-5.98723, -2.22035, 0.30592)  -0.219
C (1.65559, 0.42412, 2.22070)  0.810
C (-3.72212, -1.69424, 0.14825)  0.310
O (0.67404, 0.79452, -2.15379)  -0.575
C (4.71004, -0.32378, 0.02844)  -0.116
H (4.62001, -0.25069, -2.13309)  0.280
C (1.85802, 0.50129, -2.35651)  0.812
O (2.39160, 0.37805, -3.52627)  -0.581
S (-1.92824, 1.87625, -0.13977)  0.495
F (-1.47619, -1.09287, -0.01525)  -0.293

Output
Electronic energy ... -1845.88368 hartree
E_HOMO (spin up / spin down) ... -15.67 / -15.68 eV
Kohn-Sham gap (spin up / spin down) ... 6.261 / 6.206 eV
Relative energy (zero: lowest compared OMol25 entry of this formula, charge and spin) ... 0.001 eV
Lowest unoccupied orbital energy (spin up / spin down) ... -9.4 / -9.5 eV
Net charge ... +2
⟨S²⟩ ... 0.80
F_max ... 1.2 eV/A
Spin multiplicity ... 2

# 5
Formula: C4H13N2O2
Source: the OMol25 dataset
Level of theory: ωB97M-V with the def2-TZVPD basis set

Last column: natural (NBO) charge in e.
CARTESIAN COORDINATES (ANGSTROEM)
C (1.20482, -0.99534, -0.70484)  0.663
H (2.04354, 2.07870, 0.21572)  0.441
H (-0.02629, 1.67253, -1.09490)  0.222
H (2.99605, 0.64643, 0.33635)  0.460
H (-3.10277, -2.09144, 0.64479)  0.471
O (2.23374, -1.07454, -1.33784)  -0.607
H (-0.66091, 1.43863, 1.88688)  0.215
N (2.21437, 1.11753, -0.10537)  -0.667
H (-0.62929, 2.87613, 0.93048)  0.225
H (-3.57282, -3.17225, -0.33702)  0.494
H (2.37202, 1.22008, -1.10773)  0.460
C (-0.93976, 1.82496, 0.91293)  -0.634
C (0.97490, 0.30299, 0.16022)  -0.139
N (0.21586, -1.89355, -0.58530)  -0.785
H (-0.97213, 0.41323, -0.81526)  0.259
C (-0.30729, 1.04454, -0.22993)  -0.449
H (-2.02485, 1.88604, 0.86947)  0.248
H (-0.55738, -1.73430, 0.02569)  0.416
H (0.34146, -2.83936, -0.89448)  0.432
H (0.97299, 0.01507, 1.20648)  0.237
O (-2.77625, -2.73610, 0.02366)  -0.962

Output
Electronic energy ... -419.97590 hartree
E_HOMO ... -14.31 eV
Kohn-Sham gap ... 11.007 eV
Relative energy (zero: lowest compared OMol25 entry of this formula, charge and spin) ... 1.348 eV
Lowest unoccupied orbital energy ... -3.3 eV
Net charge ... +1
F_max ... 1.8 eV/A